ORCA calculation (ωB97M-V/def2-TZVPD) on 2 unconnected molecules or ions with the total composition CH5BrP2.

Values from the calculation:
- E_HOMO (spin up / spin down) (eV) = -9.11 / -8.22
- LUMO level (spin up / spin down) (eV) = -1.11 / -0.77
- charge = 0
- orbital gap (spin up / spin down) (eV) = 7.99 / 7.44
- relative energy (zero: lowest compared OMol25 entry of this formula, charge and spin) (kcal/mol) = 92.1
- E (a.u.) = -3297.6570

Last column: Löwdin charge in e.
Atoms and positions in Å:
C 1.78978 0.34801 -0.45388  -0.540
P -1.84610 0.58900 0.14377  0.277
P -1.01921 -1.35196 -0.41365  0.312
Br 2.95801 -0.77605 0.62772  0.492
H 2.23502 0.58465 -1.43990  -0.014
H 1.51090 1.31397 -0.11742  -0.043
H -3.18175 0.49750 -0.61878  -0.126
H -2.31574 0.15994 1.43002  -0.177
H -0.13091 -1.36507 0.84212  -0.181